Entry 1:
A molecular structure, C44H49AsNO4RuSTe2 in a non-equilibrium geometry, computed with wB97M-V/def2-TZVPD.

The geometry in XYZ format:
```
103
Properties=species:S:1:pos:R:3:forces:R:3
C 2.946039 -0.725604 -3.704341 -0.555 -0.065 0.089
H 3.156992 4.369861 1.564810 0.053 0.127 -0.010
C -1.496898 -4.598171 2.999855 -0.026 0.089 0.018
Te 3.220890 -2.273356 3.625334 1.112 -0.260 -0.313
H 5.127641 0.789901 -0.821626 -0.027 0.083 0.109
C 6.527118 -0.828775 -0.715009 0.067 0.068 -0.001
C 4.383198 -0.473674 3.733157 -0.368 -0.658 0.020
C 6.366448 0.769994 3.209356 0.081 0.031 -0.079
C 2.215316 3.236826 -0.855783 -0.146 -0.113 -0.049
O -0.008354 0.249581 2.175941 -0.241 0.624 -0.336
C 1.023580 -0.663373 -5.120320 -0.371 0.318 0.997
H 2.427562 0.133551 1.886033 0.128 -0.085 -0.157
H 7.694518 -2.622260 -0.683575 0.081 -0.037 0.021
H 1.545705 -2.186994 1.527827 -0.019 -0.036 -0.017
H 0.560863 -0.763357 -6.087762 -0.101 -0.082 -0.194
H -4.350082 3.805252 -2.804996 0.023 0.070 0.057
H 7.359454 -0.188185 -0.463413 0.063 0.057 0.007
H 2.718546 -0.923558 -7.087689 0.036 -0.014 -0.072
H -5.356029 0.415641 0.729565 0.144 -0.140 0.054
C -2.718427 1.591201 1.800491 0.139 0.158 -0.127
C 4.567618 1.824704 4.391625 0.025 0.123 0.043
H 3.547117 -3.096967 -1.611627 -0.037 -0.067 0.002
Te -2.831151 0.992978 -0.281046 -1.428 1.665 1.086
H 2.475124 4.271405 -0.611138 -0.114 -0.180 0.180
C 2.169333 -0.490888 -2.547121 -0.974 0.201 -1.405
C -1.503227 2.027360 -3.283442 -0.038 -0.321 -0.358
H -3.281836 2.509921 1.952753 -0.025 0.038 -0.163
H -0.943897 6.196405 -0.138526 0.012 0.009 -0.051
H -1.671356 1.744716 2.063466 -0.209 -0.067 0.053
S -1.241787 -1.773704 0.254868 1.010 -0.052 0.245
C -2.053739 0.807431 -3.693577 -0.914 0.739 -0.038
H 6.389609 2.811388 3.855268 0.052 0.085 -0.009
H -3.867483 -0.227621 -4.140883 -0.014 -0.047 0.014
H 3.941286 -0.345961 1.094972 -0.393 0.044 0.037
H -5.483530 0.846715 -0.982579 0.026 -0.086 -0.184
H 0.147122 -2.392556 4.957205 0.082 -0.006 -0.054
H -0.665780 -4.733212 4.973115 -0.018 0.010 0.108
C 3.844789 0.644934 4.349467 -0.136 -0.038 0.091
H 3.133926 -2.667952 0.925554 0.007 0.025 0.113
C 5.650536 -0.415038 3.170255 0.083 -0.082 -0.049
C -0.347847 -2.808947 4.091645 -0.104 0.045 0.149
C 1.661519 2.874999 2.036610 -0.079 -0.141 0.124
C -0.150689 5.455707 -0.251390 0.177 -0.229 0.151
H 2.811785 4.199290 3.277865 0.009 0.012 0.063
H 5.790154 -4.075983 -1.289332 0.017 -0.062 -0.003
C 4.389207 -2.466361 -1.359228 -0.138 0.138 -0.067
H -0.430968 2.151302 -3.269862 0.047 -0.027 0.047
C 2.798430 -0.564604 -1.271321 -0.573 0.577 2.248
H 3.060974 2.597671 -0.572858 -0.123 0.116 0.101
O 0.983014 -0.465372 3.998462 -1.142 0.415 -0.352
H 0.931800 2.674676 2.827230 0.043 -0.143 -0.178
C -4.262350 1.770135 -3.462180 -0.036 0.308 0.108
H -1.874934 -5.608922 2.992415 -0.065 -0.116 0.019
C 4.187768 -1.097459 -1.210777 0.380 -0.085 0.205
C 0.207943 -0.348448 -4.030655 0.795 -0.312 -0.185
C -1.254433 -0.305737 -4.246470 -0.343 -0.850 -0.703
H 4.141884 -0.428363 -6.159836 0.032 0.025 -0.069
H -1.883941 4.036764 -2.659362 0.011 -0.015 0.076
C 5.271403 -0.278947 -0.903254 -0.186 -0.022 -0.225
C -0.587578 4.135987 0.371154 -0.091 -0.395 -0.062
H -0.806521 4.288684 1.435832 0.060 -0.196 -0.147
H 1.718636 2.084447 -2.607950 -0.039 0.047 -0.131
H 2.853700 0.589268 4.771812 -0.107 0.024 0.004
H 3.621787 -2.107943 -6.135020 0.059 -0.057 -0.140
C 2.359526 4.206679 2.287691 -0.179 -0.113 -0.307
H 2.848422 3.396562 -2.919952 0.027 0.040 -0.019
C 0.758138 -0.219878 -2.729964 0.934 -0.392 0.346
C -2.323107 3.088663 -2.945428 -0.166 0.241 -0.327
C 0.202644 -0.659342 3.057423 0.778 -0.054 0.909
H 1.663054 5.041703 2.240691 -0.010 0.132 0.007
H -1.515632 3.789790 -0.102889 0.232 -0.092 0.135
C 5.647709 -3.010835 -1.179150 0.068 -0.059 0.051
O -0.029690 0.098699 -1.758974 -0.660 0.335 -1.449
C -0.823136 -4.103304 4.110162 -0.062 -0.062 0.002
N 2.219986 -0.244611 -0.120916 -1.772 -0.332 -1.767
C -3.705676 2.968279 -3.034824 0.219 -0.041 -0.225
H 1.143190 3.762072 -2.657370 -0.057 -0.002 -0.124
C 2.858782 -0.531049 1.131813 0.673 0.140 1.081
H 2.408596 2.078866 2.093233 -0.175 -0.024 0.015
C -5.021100 1.103647 -0.039142 0.356 -0.534 -0.161
H 4.141757 2.693918 4.872211 -0.012 0.081 0.062
C 2.610739 -1.962954 1.570099 -0.076 -0.166 0.136
C -1.666322 -3.798627 1.891761 -0.002 -0.030 0.093
O -1.779961 -1.163212 -4.954189 0.412 0.793 0.609
Ru 0.004312 0.212019 0.158010 1.410 -1.708 -0.052
C -3.450078 0.699622 -3.774415 0.488 -0.202 -0.079
H 0.738859 5.839243 0.245204 0.069 0.116 -0.071
H 0.069730 5.341743 -1.310479 0.020 0.077 -0.104
H -5.306507 2.112434 0.235987 0.329 0.215 -0.006
As 0.730246 2.615383 0.310877 0.579 1.172 0.568
H -2.173806 -4.169823 1.015105 -0.053 -0.126 -0.107
C -0.479226 -1.987393 2.966943 -0.045 -0.298 -0.112
H 7.348454 0.817202 2.761473 0.112 0.009 -0.021
H -5.331602 1.697096 -3.588147 -0.140 -0.092 0.065
H 4.010630 -0.872301 -3.591869 0.075 -0.015 -0.009
C 5.825674 1.890647 3.819050 0.075 0.103 -0.010
H -3.137065 0.812048 2.434893 0.121 -0.124 -0.099
C 6.715362 -2.194867 -0.838299 0.005 -0.069 -0.080
C 1.962760 3.113290 -2.351162 -0.085 -0.091 0.147
C -1.129768 -2.508298 1.835287 0.456 -0.061 0.005
C 2.395883 -0.809430 -4.973554 0.264 0.179 0.170
H 6.077786 -1.290295 2.696220 -0.029 -0.018 0.007
C 3.266990 -1.077486 -6.161440 0.145 -0.117 0.010
```
Positions in Å, forces in eV/Å.

## Properties
LUMO level (spin up / spin down) in eV: -1.23 / -1.37
Gap between HOMO and LUMO (spin up / spin down) in eV: 5.470 / 5.244
Molecular weight in g/mol: 1119.14
DFT total energy in hartree: -5326.6024
Spin multiplicity: 2
E_HOMO (spin up / spin down) in Ha: -0.246 / -0.243

***

Entry 2:
9 unconnected molecules or ions with the total composition C44H49ClN6O6 in a non-equilibrium geometry, computed with wB97M-V/def2-TZVPD.

The geometry in XYZ format:
```
106
Properties=species:S:1:pos:R:3:forces:R:3
N 6.063000 31.171000 29.633000 0.804 0.098 0.996
H 8.798000 33.596000 28.422000 -0.555 -0.987 1.058
H 9.224000 32.010000 30.392000 1.432 -0.072 0.612
C 6.790000 31.210000 36.825000 -0.039 -3.180 -0.048
H 0.658000 32.624000 33.368000 -11.909 6.175 7.916
H 2.557000 28.930000 38.990000 0.020 2.625 -0.041
H 5.202000 28.304000 32.278000 0.261 -0.543 1.068
H -2.250000 27.451000 29.425000 0.154 0.547 -0.863
C 6.047000 25.320000 36.779000 -0.036 -1.033 -1.132
H 6.727000 28.689000 33.153000 -1.049 -1.059 0.200
H -2.749000 28.708000 31.175000 -1.314 0.161 1.491
C 2.546000 32.782000 36.795000 -0.001 -3.301 1.186
H 5.241000 30.117000 34.022000 -0.853 5.661 -2.553
C 2.837000 32.155000 39.472000 -0.447 -5.788 1.552
C 7.776000 30.616000 35.983000 -0.488 2.846 -0.114
H 2.883000 29.984000 32.896000 -2.074 -2.521 2.971
H 0.977000 28.015000 37.652000 0.593 -0.859 -1.424
C 3.455000 32.833000 32.200000 1.786 -2.588 0.103
C 8.172000 25.726000 34.954000 -1.156 2.647 3.110
H 8.754000 27.403000 36.332000 -1.796 -0.880 -0.658
C 8.038000 32.894000 28.876000 -0.712 2.026 -1.768
N 1.805000 28.054000 35.530000 -1.644 1.156 1.819
C 2.275000 34.601000 33.319000 4.076 0.386 -0.872
H 9.280000 31.275000 34.554000 0.951 -0.981 -0.550
H 0.406000 29.126000 34.263000 -2.937 0.368 -0.132
C 7.822000 32.693000 34.702000 -1.355 0.947 -0.224
C 4.628000 34.874000 32.577000 -0.379 2.462 -0.685
C 7.901000 26.663000 36.076000 3.738 0.263 -2.175
H 1.519000 35.163000 33.843000 -0.734 -0.704 0.040
C 7.363000 24.637000 34.870000 0.819 -1.409 -0.479
H 6.460000 33.793000 27.593000 0.329 0.330 -0.218
C -0.692000 29.681000 31.393000 0.414 -2.541 -6.605
H 4.202000 35.340000 37.823000 -1.988 -1.627 -1.134
C 2.511000 29.221000 33.846000 -1.829 2.690 -3.557
H 3.753000 27.368000 36.350000 -1.318 2.253 -2.411
C 3.074000 33.680000 37.691000 -0.275 -1.187 0.412
H 5.473000 33.404000 31.541000 3.786 -1.845 -2.583
O 6.529000 27.417000 37.883000 0.429 -0.013 -0.105
C 1.329000 28.821000 34.540000 5.831 1.210 -2.592
Cl 3.617000 26.913000 39.092000 -0.089 0.376 -0.620
C 8.299000 32.002000 29.910000 -0.899 -0.135 -0.962
H -0.833000 30.357000 32.122000 -0.205 2.035 2.824
H 5.651000 27.165000 38.246000 -0.125 0.195 0.416
C 4.280000 25.391000 31.651000 -0.593 -1.619 4.168
C 6.866000 26.511000 36.944000 -2.236 -2.288 -0.616
N 0.453000 29.851000 30.621000 -0.738 -0.383 2.184
O 1.275000 32.321000 32.966000 12.336 -6.197 -7.723
H 4.710000 24.455000 33.465000 1.189 -0.453 1.195
H 5.731000 23.346000 35.635000 0.824 1.718 0.195
H 8.170000 29.680000 36.180000 0.660 -1.718 0.401
H 8.256000 23.771000 33.259000 -0.293 0.517 0.466
C 6.738000 33.056000 28.321000 0.962 -1.525 1.434
C 2.452000 31.092000 38.616000 -0.581 -1.206 -1.243
H -0.182000 27.541000 36.401000 -0.063 0.024 -0.887
H 5.766000 27.134000 33.750000 -0.108 2.133 -1.228
H 5.834000 36.488000 32.349000 -0.486 5.052 1.314
H 5.250000 25.148000 37.545000 0.661 0.127 -0.838
C 2.198000 31.341000 37.295000 0.271 4.473 -1.743
N 3.538000 28.643000 34.461000 4.587 5.212 -2.237
C 3.527000 35.553000 33.145000 -3.600 -5.186 0.646
O 2.185000 29.892000 39.196000 -0.155 -2.169 0.742
C 4.948000 29.241000 34.326000 1.429 -8.632 1.089
H 9.007000 25.818000 34.259000 -0.070 0.159 0.559
H 7.423000 30.310000 30.967000 0.205 -0.549 0.430
H 3.461000 34.036000 39.862000 0.036 0.003 -0.826
H 6.092000 33.853000 35.216000 -2.508 4.017 -0.949
H 4.952000 24.935000 31.047000 3.410 -1.007 -0.928
C 2.336000 33.174000 32.893000 -1.071 6.014 1.074
H 2.577000 32.932000 35.708000 -0.226 0.262 0.584
H 1.453000 26.484000 30.805000 -5.551 3.230 -5.701
N 6.258000 32.341000 36.518000 -1.570 2.610 -2.577
C 4.039000 25.095000 32.988000 -1.781 -0.053 0.710
C -0.219000 28.289000 28.996000 -4.658 -0.817 -1.362
H 2.421000 25.180000 34.468000 -0.458 -1.218 4.176
H 1.364000 26.514000 36.441000 -1.664 0.041 2.163
H 3.387000 31.764000 31.999000 0.525 0.091 -0.948
C 6.581000 33.011000 35.334000 4.769 -4.498 3.072
C 5.699000 28.209000 33.283000 0.511 1.047 1.593
H 5.524000 29.317000 35.297000 -1.227 -1.240 -0.467
H 6.250000 30.627000 37.676000 1.533 1.030 -1.236
O 7.918000 23.589000 34.148000 -0.847 -1.270 -0.728
C 1.769000 25.861000 32.707000 3.045 0.010 -2.118
C 7.335000 31.077000 30.239000 -3.378 1.735 -2.536
N 3.377000 25.878000 30.954000 -5.643 3.205 -4.767
C 3.158000 33.326000 39.073000 0.972 4.890 -1.232
C 4.653000 33.542000 32.060000 -5.681 3.436 3.679
H 0.808000 26.010000 33.025000 -2.323 0.337 0.895
C 2.105000 26.121000 31.358000 7.035 -3.445 7.553
C 5.748000 32.173000 28.780000 4.885 -0.672 1.786
H 3.379000 36.538000 33.637000 0.759 -0.754 -0.841
C 6.276000 24.347000 35.712000 -0.163 1.417 2.067
C 0.703000 29.134000 29.511000 -1.823 -0.160 1.294
H 8.452000 33.349000 34.026000 -1.495 -0.618 0.648
C -1.515000 28.229000 29.653000 1.734 -1.188 0.388
C 8.342000 31.453000 34.996000 -0.583 -0.467 1.577
H 2.990000 31.797000 40.479000 -0.144 0.357 0.365
H -0.282000 27.871000 27.936000 1.060 0.258 1.695
C -1.772000 28.863000 30.854000 3.516 1.054 -0.660
H 1.589000 30.806000 36.540000 0.857 -0.392 0.893
C 0.867000 27.505000 36.642000 3.178 -0.886 -0.548
C 2.765000 25.364000 33.557000 1.597 0.978 -5.208
O 3.478000 34.884000 37.258000 2.011 2.590 0.432
O 5.741000 35.620000 32.217000 0.657 -6.348 -1.089
H 1.601000 29.130000 28.990000 1.974 0.991 -0.353
C 3.166000 28.043000 35.485000 -1.553 -6.008 7.578
H 4.799000 32.377000 28.494000 -3.136 -0.258 -0.726
```
Positions in Å, forces in eV/Å.

## Properties
LUMO level in eV: 0.18
Gap between HOMO and LUMO in eV: 7.780
Molecular weight in g/mol: 793.36
DFT total energy in hartree: -2945.6794
E_HOMO in Ha: -0.279

***

Question: The lowest DFT total energy belongs to which entry?
Answer: C44H49AsNO4RuSTe2

***

Question: Which of these has the highest molecular weight?
Answer: C44H49AsNO4RuSTe2